{"formula": "C20H20N2O3S", "method": "ωB97M-V/def2-TZVPD", "energy_ha": -1507.38469, "fmax_ha_per_bohr": 0.1866, "orbital_gap_ev": 6.6, "smiles": "C[C@H](CCc1sccc1/N=N/c1c(O)ccc2ccccc12)CC(=O)O", "e_lumo_ev": -0.955, "de_lowest_kcal_mol": 128.15, "elements": ["O", "N", "N", "O", "O", "S", "C", "C", "C", "C", "C", "C", "C", "C", "C", "C", "C", "C", "C", "C", "C", "C", "C", "C", "C", "C", "H", "H", "H", "H", "H", "H", "H", "H", "H", "H", "H", "H", "H", "H", "H", "H", "H", "H", "H", "H"], "coordinates": [[2.3447, 2.7643, 5.9117], [0.2485, 0.0523, -1.0639], [0.0255, -0.2492, -2.2857], [1.8783, 3.6429, 4.0252], [-1.7103, 1.7827, -1.5858], [3.9789, 0.7283, 0.4516], [1.7869, 2.7789, 4.9441], [3.6981, 1.3988, -1.1118], [2.4925, 1.0550, -1.5993], [1.6097, 0.3571, -0.6647], [2.3557, 0.0031, 0.5516], [-2.8899, -3.7258, -4.6498], [-3.5433, 0.8051, -2.8326], [-1.5522, -3.6743, -4.2223], [-2.2091, 0.8657, -2.4359], [-3.7657, -2.6120, -4.3730], [-4.0317, -0.3602, -3.4658], [-1.0329, -2.4980, -3.5382], [-1.2755, -0.2264, -2.7451], [-3.1961, -1.4525, -3.7616], [-1.7973, -1.3446, -3.3718], [1.7066, -0.3995, 4.7629], [1.6204, -0.5613, 1.7011], [0.5669, 1.9269, 4.7128], [1.3426, 0.7909, 2.4770], [0.7897, 0.5083, 3.9431], [1.1643, 3.5750, 3.3234], [-0.8122, 1.4355, -1.4428], [4.5908, 1.7594, -1.6684], [2.2438, 1.3680, -2.6105], [-3.2323, -4.6534, -5.2507], [-4.1706, 1.6273, -2.7219], [-0.9230, -4.5472, -4.3841], [-4.7567, -2.5570, -4.6405], [-5.0469, -0.3649, -3.8266], [0.0496, -2.5282, -3.2659], [2.7868, -0.1433, 4.5461], [1.6233, -1.3457, 4.3319], [1.4536, -0.3640, 5.7963], [2.3026, -1.2311, 2.2837], [0.7723, -1.0953, 1.5461], [-0.3105, 2.3314, 4.2583], [0.1358, 1.6242, 5.6997], [2.2381, 1.4282, 2.6069], [0.6035, 1.3211, 1.7635], [-0.1533, 0.0035, 3.8820]], "forces_ev_per_a": [[5.865, -0.068, 7.596], [-0.168, 0.231, -0.264], [2.576, 0.270, 1.326], [0.677, 3.999, -4.866], [-0.676, 0.651, -0.848], [-1.616, -0.865, 0.419], [-7.597, -2.402, -4.453], [1.306, -0.678, -0.015], [-0.862, 0.264, -0.057], [2.914, -0.797, -0.310], [-2.172, 0.967, -4.585], [-1.891, 0.467, -0.513], [0.303, -2.389, -1.460], [0.363, 2.343, 1.380], [2.461, -2.539, 0.797], [4.947, -1.322, 0.278], [1.057, 1.853, 0.342], [0.762, -3.258, -1.839], [-3.286, 2.201, 1.312], [0.055, 0.044, 0.355], [-1.109, -1.849, -1.020], [1.505, 1.820, -1.720], [4.744, 2.585, 2.524], [-1.289, -4.382, 0.811], [-1.724, -0.826, 0.977], [0.963, 2.413, -0.173], [1.395, -0.116, 1.405], [-0.098, 0.668, 0.846], [-1.050, -0.024, 0.538], [-0.387, -0.272, 0.229], [0.370, 1.742, 1.246], [-0.963, 1.273, 0.499], [0.044, 0.335, 0.070], [-2.106, -0.213, -0.632], [-0.271, -0.062, 0.144], [-1.137, 0.163, -0.088], [-0.951, 0.080, 0.773], [-0.297, -1.945, -0.119], [0.065, -0.143, 0.767], [-0.478, 0.600, -0.251], [-2.596, -1.256, -1.143], [-0.181, 1.180, -0.809], [0.720, 0.251, -0.448], [-0.267, -0.566, -0.431], [0.911, -0.432, 1.516], [-0.830, 0.005, -0.105]]}